# 1
Molecular formula: C6H11IN
Method: DFT, ωB97M-V with the def2-TZVPD basis set

The geometry in XYZ format:
```
19
Properties=species:S:1:pos:R:3:forces:R:3
I -3.9706 -0.1977 0.0277 1.8 0.3 0.2
N 0.4750 -0.5985 0.2852 0.9 1.1 0.0
C 1.5608 -1.6364 0.2284 -1.1 0.4 2.5
C -1.3756 1.4217 0.2281 2.4 7.1 1.7
C 0.0470 1.8454 0.0740 -1.0 0.1 -0.7
C -0.8066 -1.0403 -0.2696 -4.2 0.8 -1.3
C -1.9209 0.2213 -0.0482 -1.3 -9.8 -2.0
C 0.9049 0.6935 -0.3977 -0.4 0.7 0.6
H 0.2572 -0.3809 1.3061 0.6 -0.3 -1.4
H 1.8676 0.9736 -0.0934 1.7 -0.4 0.7
H -0.8432 -1.2398 -1.3781 1.1 0.6 0.8
H 0.5370 2.0934 1.0089 -0.3 0.7 0.7
H 2.0121 -1.8203 -0.6682 0.7 0.4 -2.9
H -2.0295 2.2516 0.2185 -0.8 0.7 0.1
H 0.0365 2.8015 -0.5683 0.6 -1.6 0.7
H -1.1311 -2.0459 0.0908 0.3 1.0 0.6
H 0.9882 0.6096 -1.4462 -0.5 -0.9 -1.2
H 1.0382 -2.5189 0.4641 -0.2 -1.4 0.7
H 2.3527 -1.4330 0.9379 -0.2 0.2 0.3
```
Forces are in eV/Å.

Its total charge is +1. The calculation puts the energy relative to the best compared isomer or geometry (same formula, charge and spin) at 105.86 kJ/mol. The value obtained for the molecular weight is 224.06 Da. As for the spin multiplicity: 3. Its expectation value of S² is 2.0100. The highest occupied orbital energy (alpha / beta) is -9.2 / -13.5 eV.

# 2
Molecular formula: C41H25N11SV
Method: DFT, ωB97M-V with the def2-TZVPD basis set

The geometry in XYZ format:
```
79
Properties=species:S:1:pos:R:3:forces:R:3
V 0.4292 0.0131 0.5236 1.4 1.2 -1.2
S -0.5544 2.7391 -0.7313 0.0 0.0 0.0
N -0.3279 -1.7980 0.3382 -0.5 -1.5 -0.1
N 2.4538 0.0131 0.4537 1.0 -0.2 0.3
N 0.5422 0.0785 2.5382 -0.1 0.1 0.9
N 2.9297 -0.1164 2.8476 -0.2 0.0 0.0
N 2.9090 0.2735 -1.9272 -0.4 -0.1 0.0
N -1.7079 -0.8161 -2.4151 0.1 0.2 0.0
N -2.3674 1.9644 -2.4689 0.0 -0.1 -0.2
N -2.0651 -0.8493 -1.0640 0.3 0.2 0.1
N -1.4132 0.4808 0.7830 -1.6 0.2 0.5
N -1.7910 0.3505 3.1278 0.3 0.0 0.2
N 0.5061 -0.1774 -1.7602 0.0 0.1 0.1
C 0.2085 -2.8609 0.9532 -0.1 0.0 0.0
C 3.2704 0.1532 -0.6694 -0.1 0.0 0.2
C -0.4120 -0.3444 -2.7012 -0.2 -0.1 0.2
C -6.0048 1.0375 0.2396 0.1 0.0 0.0
C 1.3662 -0.0431 4.7043 0.1 0.0 0.1
C 4.6493 0.1689 -0.2506 0.0 0.1 -0.2
C 0.0890 -0.1023 -4.0275 -0.1 -0.1 -0.1
C 7.0223 0.2743 -0.2483 0.0 0.0 0.0
C -2.1312 3.2204 -3.1843 0.0 -0.1 0.0
C -3.0653 0.9871 -3.2020 -0.1 0.4 0.0
C 1.5005 -0.0781 7.0707 -0.1 0.0 0.0
C 1.7354 0.4376 -6.1848 -0.1 0.0 0.0
C -0.0087 0.1135 4.7835 -0.2 0.0 0.2
C 0.1090 0.0806 7.1514 0.1 0.0 0.0
C 3.2755 -0.0401 1.5493 -0.3 0.0 -0.5
C -0.4488 -0.1780 -5.3234 0.0 0.0 0.1
C 2.1477 -0.1379 5.8468 0.0 0.0 0.0
C -2.1842 0.4764 1.8663 0.2 0.1 -0.4
C 5.8456 0.0281 1.8622 0.0 0.0 0.0
C -0.5025 0.1938 3.4091 -0.1 0.0 -0.4
C 1.6919 0.1545 -2.4216 0.3 0.0 0.1
C -2.2071 0.5187 -0.4171 -0.1 -0.2 0.0
C -1.7129 1.7203 -1.3055 -0.1 -0.2 0.2
C -4.8581 0.9282 -0.5432 0.0 0.0 0.0
C 2.2730 0.4984 -4.9187 0.0 0.0 0.0
C -2.0472 -3.1976 -0.5087 -0.2 0.0 -0.1
C -1.4793 -4.2968 0.1080 -0.1 -0.1 0.0
C -2.7947 -0.3065 -3.1859 0.2 -0.3 0.0
C 1.7075 -0.0479 3.2809 0.1 0.0 -0.2
C -5.9416 0.9396 1.6278 0.0 0.0 0.0
C -3.5904 0.6536 1.4751 0.0 0.0 0.2
C 4.6515 0.0375 1.1362 0.1 0.0 0.2
C -4.7221 0.7458 2.2634 -0.1 0.0 0.0
C 7.0237 0.1451 1.1574 0.0 0.0 0.0
C -3.6441 0.7256 0.0931 0.1 0.0 -0.2
C -0.3329 -4.1260 0.8640 0.1 0.0 0.0
C -1.4517 -1.9546 -0.3807 -0.1 0.2 0.1
C 0.3813 0.0968 -6.3867 0.1 0.0 0.0
C 5.8440 0.2876 -0.9646 0.1 0.0 0.0
C 1.4358 0.2266 -3.8344 0.1 0.0 0.0
C -0.6633 0.1815 6.0062 0.0 0.0 -0.1
H 3.2222 -0.2520 5.7726 0.0 0.0 0.0
H -2.9652 3.3747 -3.8661 0.0 0.0 0.0
H -4.9405 0.9921 -1.6181 0.0 0.0 0.0
H -1.9393 -5.2725 0.0154 0.0 0.0 0.0
H -6.9617 1.2001 -0.2414 0.0 0.0 0.0
H 2.0764 -0.1513 7.9846 0.0 0.0 0.0
H -0.0093 0.0456 -7.3955 0.0 0.0 0.0
H 5.8359 -0.0682 2.9410 0.0 0.0 0.0
H -3.8536 1.3775 -3.8344 0.0 0.0 0.0
H -1.4827 -0.4455 -5.4974 0.0 0.0 0.0
H 2.3599 0.6458 -7.0443 0.0 0.0 0.0
H 7.9675 0.3662 -0.7700 0.0 0.0 0.0
H 3.3139 0.7464 -4.7514 0.0 0.0 0.0
H 1.1025 -2.6668 1.5322 0.0 0.0 0.0
H 0.1399 -4.9504 1.3792 0.0 0.0 0.0
H -0.3642 0.1283 8.1247 0.0 0.0 0.0
H -1.2001 3.1732 -3.7501 0.0 0.0 0.0
H -4.6404 0.6766 3.3411 0.0 0.0 0.0
H -6.8499 1.0197 2.2120 0.0 0.0 0.0
H 5.8342 0.3886 -2.0429 0.0 0.0 0.0
H -2.0671 4.0398 -2.4764 0.0 0.0 0.0
H -1.7377 0.3102 6.0539 0.0 0.0 0.0
H -2.9574 -3.2711 -1.0866 0.0 0.0 0.0
H -3.4201 -1.0217 -3.7041 0.0 0.0 0.0
H 7.9686 0.1420 1.6872 0.0 0.0 0.0
```
Forces are in eV/Å.

The calculation puts the energy relative to the best compared isomer or geometry (same formula, charge and spin) at 26.72 kJ/mol. The value obtained for the molecular weight is 754.74 Da. As for the spin multiplicity: 4. Its expectation value of S² is 3.9507. The highest occupied orbital energy (alpha / beta) is -6.1 / -5.8 eV.

# 3
Molecular formula: C56H112O14
Method: DFT, ωB97M-V with the def2-TZVPD basis set

The geometry in XYZ format:
```
182
Properties=species:S:1:pos:R:3:forces:R:3
O -5.6123 0.8279 2.3692 -0.2 -0.1 -0.2
O -1.3281 -2.9452 3.1996 2.2 -0.2 1.8
O -1.3935 0.8633 4.3835 -0.4 0.7 -0.2
O -0.8620 -0.7002 -1.0139 -1.3 0.1 0.2
O 0.0953 -6.9848 0.5381 -0.6 -0.6 -0.7
O -1.6959 1.6633 -4.8069 0.1 1.6 0.3
O 2.9867 -1.7665 5.0821 -0.6 -1.0 0.2
O 2.1993 5.6942 1.8974 0.0 1.0 -0.4
O 2.9086 4.9491 -2.8045 0.5 -0.1 -0.1
O -4.4886 -4.2137 -1.5422 -0.6 -0.6 0.2
O -0.1702 -4.8085 -3.7448 -1.6 -2.3 0.1
O 5.4529 2.2597 -1.6665 -0.4 0.1 -0.3
O 2.1198 -0.2938 -4.0782 -0.6 -0.2 1.0
O -2.3688 5.3468 -0.2259 -0.1 -0.9 -0.3
C -1.0132 0.7121 6.7070 -0.3 -0.8 1.2
C -1.7439 -3.6567 4.4127 -0.3 1.2 -1.0
C 4.1683 0.3520 -4.9741 0.7 0.4 -0.2
C -2.3821 -0.3948 -5.5288 0.4 -1.8 -0.4
C 0.4386 -3.6455 -4.0964 0.7 2.0 0.9
C 0.9262 -7.1598 1.6709 0.5 1.4 0.8
C 5.7980 3.1049 0.4690 1.3 -0.1 0.4
C 1.0777 3.9248 2.9096 2.0 -1.0 1.5
C 2.7922 -2.9126 4.2260 -0.7 0.8 -0.1
C -5.7478 1.4474 1.0854 0.7 0.0 0.0
C 4.1022 -1.0784 4.5367 -0.2 0.7 1.7
C 0.9925 -4.8872 1.0372 -1.3 0.4 0.2
C 2.8664 3.6005 -3.2661 -0.7 0.1 0.5
C 6.3341 3.1452 -0.9694 -0.4 -0.3 0.1
C -2.4140 -0.3719 -3.9888 0.3 0.2 -0.5
C 3.3655 -2.4867 2.9045 0.8 -0.7 -1.2
C 1.7901 0.5867 -5.1708 0.8 -0.8 1.0
C -5.5479 -3.7979 -0.6664 -0.5 -0.1 -0.8
C 0.8116 6.1144 1.9647 1.2 -1.4 0.5
C -2.8019 -4.5807 3.8770 0.4 0.1 -0.5
C 2.4221 4.6580 2.8655 -0.1 1.0 -1.7
C -1.8349 0.9232 -6.0012 -0.4 0.4 0.7
C 1.8033 2.9884 -2.3667 -0.9 -1.0 -1.1
C -3.5990 6.0038 -0.5454 1.1 0.4 -1.1
C -1.9431 4.5266 -1.3437 -0.3 0.2 -0.3
C -1.5000 0.8138 -3.6857 -0.3 0.4 0.0
C -2.4077 -2.6045 2.3977 -1.1 -1.5 0.2
C -4.4377 1.3374 3.0275 -0.6 -0.2 -0.6
C 0.1366 4.7653 2.1535 -2.1 0.6 -0.5
C -4.2028 2.6907 2.3718 0.6 -0.4 0.5
C 3.5146 -0.2015 -3.7338 -0.6 0.1 -0.7
C -3.0913 4.4805 -2.3780 0.4 -0.4 0.9
C 5.3809 1.6442 0.6117 -0.4 -0.4 0.5
C -3.4310 -3.7567 2.7259 -0.9 0.4 0.0
C -4.5543 2.3946 0.9355 -0.8 0.4 0.1
C 1.0450 -5.7389 2.2757 0.4 -0.9 0.1
C 0.5057 -1.1097 -1.0601 -0.5 0.7 0.3
C 0.1114 -0.0438 0.9930 -0.4 0.7 0.4
C 3.8022 -1.0401 3.0800 0.7 0.1 -0.7
C 5.1762 1.1300 -0.8042 0.6 1.5 -0.1
C -0.2502 0.0467 4.5848 0.0 0.1 0.3
C 2.0831 3.5496 -1.0290 0.5 0.9 0.6
C -3.7987 5.7540 -2.0451 -1.3 0.4 -0.5
C -2.0013 1.1935 5.6383 0.3 -0.1 0.2
C 2.1299 -5.2691 -3.6194 -0.3 -1.1 -0.4
C -5.5146 -2.2739 -0.5692 0.6 0.0 -0.4
C -1.1800 0.0931 0.1844 1.2 -1.0 -0.9
C 0.7286 -5.8984 -3.8959 1.1 0.3 0.9
C -0.1250 -5.6034 0.2244 2.2 0.6 1.1
C -4.4224 -1.9068 -1.5961 1.1 0.2 0.4
C 3.0554 0.4394 -5.9829 -0.2 0.3 -1.5
C 0.2719 0.4173 5.9670 0.1 -0.2 -0.5
C -3.5517 -3.1666 -1.6172 -0.6 0.6 0.1
C 1.8342 -3.7878 -3.5009 1.0 0.0 -0.7
C 2.6559 4.9608 -1.3955 -0.8 -0.8 0.0
C 1.1693 -0.1729 -0.0524 0.6 -1.0 -0.7
H -6.4765 -1.8263 -0.8193 0.1 0.0 0.2
H 3.7233 0.5212 -2.9450 -0.4 -0.4 0.5
H 0.3659 -3.3881 -5.1531 0.4 -0.3 -0.4
H -5.6438 0.7493 0.2547 -0.6 -0.5 0.2
H 0.6952 6.7107 2.8697 -0.2 0.4 -0.1
H -2.1759 -2.9640 5.1350 -0.2 0.4 0.0
H -6.7192 1.9414 1.0649 0.0 0.1 -0.2
H -2.9251 -3.1797 -0.7255 0.4 0.0 0.1
H 4.2401 -3.1243 2.7753 0.3 0.3 -0.6
H 4.1464 -0.1225 5.0585 -0.1 0.2 -0.2
H 6.5988 3.3267 1.1744 0.1 0.1 0.1
H 0.8143 3.3043 -2.6985 -0.1 0.3 -0.3
H -2.0769 -2.6681 1.3611 0.0 0.0 -0.1
H 0.7054 -6.3629 -4.8817 -0.3 0.2 -0.2
H 2.6188 -3.2380 -4.0207 -0.2 0.4 0.2
H 2.6842 -2.7053 2.0822 0.0 0.2 -0.1
H -1.8165 1.3544 -2.7937 -0.2 0.1 0.0
H -2.0456 -0.3179 0.7039 -0.1 -0.1 -0.2
H 0.8673 0.2022 -5.6052 0.2 0.0 -0.1
H 7.3528 2.7724 -1.0757 0.3 -0.4 0.6
H -3.6390 0.6254 2.8193 0.4 0.1 0.4
H 3.5313 5.1274 -0.7678 0.2 0.5 -0.3
H 4.4331 1.5435 1.1405 0.1 0.1 0.3
H -3.7775 -1.0764 -1.3086 -0.2 0.3 0.2
H -6.5054 -4.0658 -1.1130 0.1 -0.6 -0.1
H 2.0313 -0.6689 0.3936 0.5 0.4 -0.2
H -1.6804 3.5138 -1.0381 0.2 0.1 0.4
H 4.6529 -0.7682 2.4552 0.1 -0.2 0.0
H 1.2097 2.9203 2.5076 -0.3 -0.1 0.1
H 0.5777 -2.1554 -0.7609 0.1 -0.2 0.1
H -2.2987 -5.4367 3.4276 -0.2 -0.4 0.4
H -0.0858 -2.8413 -3.5804 -0.2 0.2 0.0
H 4.5335 1.3571 -4.7630 0.3 0.0 -0.1
H -3.3246 -0.6576 -6.0093 -0.1 0.1 0.2
H 2.7338 5.1125 3.8059 -0.1 -0.1 0.2
H -2.9516 -3.2497 -2.5233 0.0 -0.2 0.1
H -5.4781 -4.2718 0.3127 0.2 -0.1 0.0
H 3.0529 -0.2745 2.8790 -0.4 -0.3 0.1
H 1.7455 -3.1068 3.9917 -0.3 0.0 1.1
H -3.7237 1.8857 0.4465 0.0 0.1 -0.2
H 1.3931 0.7789 -0.5343 0.3 0.0 0.1
H 1.7343 1.9020 -2.4227 0.4 -0.2 0.1
H -1.0821 -5.2321 0.5910 -0.3 -0.3 -0.2
H 1.9483 -4.8424 0.5151 -0.1 0.0 -0.1
H -0.8595 0.8838 -6.4862 -0.1 -0.3 -0.3
H 4.9994 -1.5998 4.8704 0.4 -0.3 -0.6
H -3.1600 2.9918 2.4718 -0.1 0.3 0.2
H 1.9421 -7.4752 1.4329 0.1 -0.2 -0.7
H 1.2128 3.6401 -0.3790 0.0 -0.1 0.0
H -4.4243 -3.4333 3.0372 0.1 0.6 0.0
H -4.8562 3.2854 0.3847 0.3 0.0 -0.2
H -1.3650 -0.2051 7.1792 -0.3 -0.4 -0.4
H -3.3745 6.5012 -2.7159 0.0 0.6 0.6
H 6.0969 0.9890 1.1078 0.2 0.4 0.2
H -4.6702 1.4088 4.0900 0.2 -0.2 0.0
H 4.9911 3.7887 0.7324 -0.1 0.1 -0.6
H -3.4196 7.0731 -0.4334 -0.3 0.1 0.5
H -4.9059 3.3885 2.8267 0.2 0.3 -0.1
H -2.0724 -1.3242 -3.5832 -0.1 0.2 0.2
H 2.7876 -5.5581 -4.4392 0.2 0.3 0.0
H -0.5681 -0.9939 4.5188 0.2 -0.2 0.1
H 1.8966 5.7357 -1.2893 0.2 0.1 0.6
H -4.7400 -1.6899 -2.6159 -0.6 -0.1 0.2
H -1.4102 1.0899 -0.1916 0.1 0.3 0.3
H -5.2414 -2.0552 0.4631 0.1 0.7 -0.1
H -3.4738 -4.8315 4.6979 -0.2 -0.4 -0.4
H -0.8595 1.2863 7.6207 -0.1 0.9 -0.4
H -2.7308 4.4537 -3.4063 0.0 -0.1 0.1
H 0.8403 -0.4104 6.3913 0.1 0.2 0.1
H -2.2082 2.2618 5.7022 0.2 0.2 -0.3
H 0.5805 -7.9014 2.3911 -0.7 0.0 -0.2
H 0.1170 -0.9697 1.5682 -0.3 0.0 0.3
H 3.8398 3.1311 -3.1231 0.1 -0.2 -0.2
H -3.4165 -0.1285 -3.6369 0.1 -0.1 0.1
H 2.9983 -0.4824 -6.5618 -0.1 -0.1 0.0
H 5.9355 0.3863 -1.0458 -0.6 -0.6 -0.1
H -1.6832 -1.1776 -5.8232 0.0 -0.2 -0.1
H 1.9752 -5.6270 2.8327 0.0 0.0 0.2
H -0.9087 -4.0959 4.9581 0.3 -0.2 -0.7
H 0.6158 -3.9038 1.3183 0.4 0.4 -0.2
H 0.5391 -6.6602 -3.1397 -0.5 0.1 -0.1
H 0.8284 -1.0000 -2.0954 0.2 0.0 0.1
H 1.8644 -3.5770 -2.4319 -0.3 0.6 -0.1
H -0.7678 4.8468 2.7564 -0.3 0.2 -0.4
H 0.4689 0.2557 3.7928 -0.1 0.0 0.0
H 0.1986 -5.4985 2.9191 0.0 0.0 0.1
H -2.7413 -1.5805 2.5658 -0.3 0.0 0.3
H 1.6028 1.5829 -4.7700 0.1 0.2 -0.2
H -2.9684 0.6962 5.7127 0.0 -0.2 0.1
H 4.9918 -0.2776 -5.3110 0.1 0.2 -0.1
H -2.5635 1.4147 -6.6458 0.2 0.3 0.0
H -3.6496 -4.3479 1.8366 0.4 -0.2 0.0
H 0.3475 0.7970 1.6453 -0.4 0.0 0.2
H 0.8816 1.3188 5.9069 0.2 -0.1 0.0
H 3.2846 -3.8146 4.5895 -0.1 0.1 0.4
H 0.0690 -5.3261 -0.8117 -0.6 -0.7 -0.3
H 3.2474 1.2415 -6.6955 -0.2 0.1 0.0
H 0.8354 3.8738 3.9711 -0.4 -0.4 -0.1
H 2.8395 2.9298 -0.5478 0.1 0.2 0.3
H 2.5799 -5.6292 -2.6943 -0.1 -0.2 -0.1
H -4.3989 5.6571 0.1089 -0.1 -0.1 -0.1
H -0.4314 0.6633 -3.5320 0.1 -0.8 -0.2
H 3.8587 -1.2134 -3.5201 -0.1 0.1 0.4
H -1.0771 5.0268 -1.7772 0.2 -0.2 -0.1
H 3.2518 4.1215 2.4051 0.0 -0.4 0.5
H -0.1401 4.3179 1.1988 0.0 0.1 0.0
H 6.4267 4.1145 -1.4594 -0.9 0.1 0.0
H 0.5326 6.6341 1.0481 0.1 0.1 0.2
H 4.1219 0.8592 -0.8617 0.3 -0.5 -0.8
H -3.7706 3.6451 -2.2081 0.3 -0.3 0.0
H 2.5165 3.5559 -4.2974 0.4 0.3 -0.1
H -4.8592 5.6913 -2.2889 -0.1 0.1 -0.1
```
Forces are in eV/Å.

The calculation puts the energy relative to the best compared isomer or geometry (same formula, charge and spin) at 164.53 kJ/mol. The value obtained for the molecular weight is 1009.50 Da. As for the spin multiplicity: 1. The highest occupied orbital energy is -9.3 eV.